Computed, not measured: C8H16O5Rb as an isolated structure in a non-equilibrium geometry, with ωB97M-V/def2-TZVPD.

The geometry in ORCA input format:
```
! wB97M-V def2-TZVPD RIJCOSX def2/J DEFGRID3
* xyz 1 1
C -1.2457 1.2606 3.1623
H -0.5833 2.3571 0.6429
C 3.4176 1.8287 -0.1487
C 0.9885 -1.2577 -1.7908
Rb -0.6415 -2.2743 1.3409
H 3.5782 0.7584 0.0316
C 0.1317 1.8055 1.2772
O -3.1576 2.6314 3.5925
O -1.1893 -2.2318 -1.6391
H 4.0563 2.4320 0.5081
H -2.0551 -3.9466 -2.4323
H 0.3235 -3.0180 -2.8134
C -2.5178 1.9964 2.7908
H 3.6017 2.0767 -1.2001
C 1.1980 1.1974 0.4067
H -2.8591 1.8675 1.7374
H 0.5646 2.5541 1.9628
H -2.5244 -2.4013 -3.2177
H 1.8550 -1.1355 -2.4630
C -2.2838 -2.8834 -2.2572
H -0.6162 1.8961 3.8059
H 0.7780 -0.0050 -1.3329
C -0.0827 -2.0408 -2.4948
O -0.5310 0.8018 2.0356
H -1.5368 0.3881 3.7681
H -3.1338 -2.8065 -1.5695
O 2.0515 2.1514 0.1261
O 1.3425 -1.7554 -0.5686
H -0.3934 -1.4832 -3.3962
H 1.4642 -0.7638 0.1358
*
```

Its HOMO-LUMO gap is 9.17 eV. The calculation puts the molecular weight at 277.68 g mol⁻¹. The total energy comes out at -19437.4100 eV. The value obtained for the energy above the lowest of the compared OMol25 structures with the same formula, charge and spin is 85.7 kcal per mole. The calculation puts the HOMO energy at -12.64 eV. For the lowest unoccupied orbital energy, the calculation gives -3.5 eV.